Record 1
The following is a quantum chemistry calculation of a molecular structure, C55H45Cl3MgO5Sb, from OMol25.

Geometry as ORCA input:
```
! wB97M-V def2-TZVPD RIJCOSX def2/J DEFGRID3
* xyz -1 1
Sb 0.68 2.70 2.86
Cl -7.58 3.35 0.77
Cl -2.32 2.41 -0.24
Cl -5.93 -1.68 0.59
Mg -1.35 0.17 -1.02
O 0.01 -0.92 -0.25
O 0.31 -3.62 -2.65
O -3.41 -0.39 -0.71
O -0.82 0.40 -2.80
O 0.64 -2.26 -4.55
C 2.63 2.88 5.36
C 0.37 1.01 -6.12
C 3.75 2.36 -2.54
C 4.08 -1.37 -0.28
C -3.14 0.94 4.20
C 1.44 1.00 -3.35
C -2.74 -0.18 4.92
C -4.02 1.84 0.01
C -0.35 1.21 -7.33
C 0.27 0.06 -3.59
C 0.34 -2.16 -0.67
C 1.35 -4.54 -4.57
C 3.83 1.41 -3.58
C 0.08 4.55 3.90
C -6.28 2.26 0.66
C -1.67 -3.72 -0.32
C -0.23 0.26 -5.07
C -0.29 6.74 5.52
C 2.23 2.12 4.26
C -1.87 -5.16 1.60
C -1.41 -0.44 -5.41
C -1.93 -0.40 -6.67
C 0.50 6.83 4.37
C -0.57 -4.80 1.98
C 0.29 -3.60 -4.10
C 4.65 -2.66 -0.13
C 1.37 1.92 -2.28
C 1.88 -2.43 -0.61
C 2.87 0.90 3.99
C 0.57 5.78 3.47
C 2.48 -3.66 -0.46
C 2.74 -1.29 -0.54
C -1.49 0.51 -7.63
C -1.06 -4.00 -4.66
C -5.59 -0.03 0.27
C 4.39 1.33 5.82
C 2.55 2.58 -1.86
C -0.43 -3.27 0.12
C -0.82 1.50 3.79
C 3.99 0.53 4.77
C -2.15 1.74 3.58
C -1.39 -0.48 5.00
C 0.03 -2.26 -2.27
C 3.88 -3.79 -0.32
C 2.65 0.80 -4.05
C 0.13 -3.84 1.25
C -6.56 0.91 0.59
C 3.71 2.47 6.18
C -0.43 0.43 4.61
C -4.29 0.44 -0.19
C -0.74 4.39 5.05
C -0.89 5.52 5.86
C -2.45 -4.59 0.44
C 0.71 -1.43 -3.36
C -4.97 2.74 0.41
H -2.77 -1.10 -6.90
H -1.03 3.37 5.33
H 1.14 -4.88 -5.60
H -3.48 -0.90 5.35
H 1.11 5.88 2.53
H -4.18 1.23 4.06
H 1.84 -4.54 -0.32
H -0.98 -4.29 -5.67
H 3.99 3.06 7.06
H -0.99 -1.36 5.54
H -7.55 0.55 0.83
H 0.57 0.21 4.88
H -2.48 2.60 3.03
H -1.72 -3.14 -4.56
H 4.69 -0.48 -0.25
H 5.72 -2.74 0.17
H 2.45 3.32 -1.04
H -1.04 -2.11 -2.26
H -2.10 -3.33 -1.23
H -0.34 7.53 6.24
H 2.64 0.35 3.08
H 4.67 2.80 -2.23
H -2.39 -5.82 2.26
H 1.09 -3.59 1.71
H 2.38 -4.09 -4.53
H 0.97 7.74 4.11
H -3.49 -4.81 0.19
H 4.81 1.28 -4.04
H 2.26 -0.31 -0.70
H 1.31 1.50 -6.03
H 4.39 -4.77 -0.44
H 2.74 0.24 -5.02
H 0.16 1.88 -8.01
H 1.80 -1.45 -3.12
H -0.13 -5.24 2.84
H 4.54 -0.46 4.60
H 2.08 3.79 5.61
H -1.61 5.49 6.70
H 0.37 2.21 -1.91
H 1.38 -5.39 -3.91
H -1.57 -4.81 -4.19
H -2.06 0.63 -8.54
H -1.88 -1.02 -4.68
H 5.28 1.08 6.47
H -4.80 3.83 0.59
*
```

Total energy = -117554.617 eV
Energy relative to the best compared isomer or geometry (same formula, charge and spin) = 0.0 kJ/mol

---

Record 2
The following is a quantum chemistry calculation of C4H8O in the gas phase, from OMol25.

Geometry as ORCA input:
```
! wB97M-V def2-TZVPD RIJCOSX def2/J DEFGRID3
* xyz 0 1
O 0.30 2.07 -1.06
C 0.59 -0.17 -0.25
C -1.38 -1.35 0.69
C -0.84 -0.11 0.11
C 1.18 1.25 -0.36
H 0.51 -0.58 -1.28
H 1.38 1.62 0.66
H 1.22 -0.88 0.31
H -0.90 -2.30 0.41
H 2.14 1.24 -0.89
H -2.47 -1.42 0.63
H -1.15 -1.18 1.76
H -0.58 1.80 -0.74
*
```

Total energy = -6321.557 eV
Energy relative to the best compared isomer or geometry (same formula, charge and spin) = 348.4 kJ/mol

---

Record 3
The following is a quantum chemistry calculation of C16H22O5 in the gas phase, from OMol25.

Geometry as ORCA input:
```
! wB97M-V def2-TZVPD RIJCOSX def2/J DEFGRID3
* xyz 0 1
O 0.54 -0.72 0.34
O -1.80 2.02 0.35
O -0.76 0.02 -1.45
O -1.73 -1.35 1.73
O -2.42 -3.80 -2.46
C 1.84 1.66 0.54
C 2.93 -0.42 -0.32
C -2.24 -0.27 1.00
C -1.68 -1.07 -1.33
C 0.84 1.53 -0.57
C 2.65 2.78 2.52
C 1.75 2.70 1.47
C -2.16 -1.37 -2.75
C 3.64 1.83 2.66
C -3.06 -2.61 -2.86
C 1.64 -1.25 -0.39
C -1.19 0.84 0.78
C 3.73 0.79 1.75
C -2.81 -0.72 -0.36
C -0.13 0.38 -0.24
C 2.84 0.70 0.69
H -1.13 -1.94 -0.94
H 0.26 2.45 -0.67
H -3.42 0.09 -0.79
H -2.08 1.89 -0.57
H 2.57 3.59 3.23
H -3.45 -1.58 -0.20
H -1.28 -1.51 -3.38
H 4.50 0.04 1.86
H -0.70 1.06 1.73
H -3.33 -2.76 -3.90
H -0.82 -1.51 1.45
H 1.33 -1.40 -1.44
H 3.14 0.02 -1.30
H -3.98 -2.45 -2.28
H 0.97 3.43 1.36
H 1.32 1.32 -1.52
H -2.24 -3.76 -1.52
H 3.76 -1.07 -0.07
H -3.06 0.14 1.60
H 1.80 -2.23 0.06
H 4.34 1.88 3.48
H -2.71 -0.50 -3.13
*
```

Total energy = -27186.568 eV
SMILES = OCC[C@@H]1C[C@@H](O)[C@H](O)[C@]2(Cc3ccccc3CCO2)O1
Energy relative to the best compared isomer or geometry (same formula, charge and spin) = 95.1 kJ/mol

---

Record 4
The following is a quantum chemistry calculation of a molecular structure, C10H15BrN2O2, from OMol25.

Geometry as ORCA input:
```
! wB97M-V def2-TZVPD RIJCOSX def2/J DEFGRID3
* xyz 0 1
Br -6.51 0.29 0.16
O -0.07 2.56 0.81
O -0.40 -1.32 -1.46
N -1.53 0.51 -0.55
N 1.33 0.89 0.16
C 1.97 3.23 0.14
C 0.40 -0.32 0.58
C -0.59 -0.55 -0.54
C 1.03 2.18 0.40
C 0.33 -2.48 1.28
C -4.97 0.30 -0.25
C -3.87 0.44 -0.96
C 2.20 -1.89 -0.36
C -2.68 0.53 -1.49
C 1.24 -1.56 1.07
H -0.11 -0.11 1.45
H 1.07 -3.59 1.63
H -2.53 1.16 -2.26
H 2.73 -2.76 -0.02
H -0.19 -2.17 2.23
H -1.51 1.23 -0.10
H 1.89 -1.14 1.86
H 1.66 -2.22 -1.11
H 1.57 4.18 0.36
H 2.86 3.22 0.60
H 2.89 -0.95 -0.51
H -0.19 -2.95 0.44
H 2.19 0.56 -0.40
H 2.09 3.14 -0.89
H -2.31 -0.41 -2.30
*
```

Total energy = -87722.042 eV
Energy relative to the best compared isomer or geometry (same formula, charge and spin) = 740.7 kJ/mol

---

Record 5
The following is a quantum chemistry calculation of C25H28N4O3S in the gas phase, from OMol25.

Geometry as ORCA input:
```
! wB97M-V def2-TZVPD RIJCOSX def2/J DEFGRID3
* xyz 0 1
S 5.36 -0.80 -0.21
O 0.66 -0.63 -1.42
O 1.56 2.33 1.89
O -1.59 -4.33 -0.35
N -1.63 -2.12 -0.93
N -0.04 1.35 0.62
N -3.02 -0.37 -0.54
N 2.18 -0.52 0.22
C -1.76 3.03 0.16
C 6.39 -2.16 -0.39
C -6.14 -2.89 0.97
C -1.06 -3.35 -0.84
C 4.68 -3.01 0.90
C 1.12 4.55 -1.77
C -2.86 -1.69 -0.47
C 1.36 -1.21 -0.59
C -4.18 0.13 -0.14
C -0.69 3.99 -0.29
C 0.36 -3.39 -1.40
C -3.84 -2.55 0.02
C 1.40 5.68 -1.03
C 0.63 5.97 0.09
C 5.92 -3.25 0.25
C 2.99 -1.11 1.27
C -1.17 2.05 1.18
C -5.05 -2.02 0.44
C 2.26 0.92 0.06
C -5.22 -0.63 0.36
C 1.23 1.64 0.95
C 4.25 -1.73 0.74
C -0.41 5.13 0.45
C 0.08 3.71 -1.41
C 1.35 -2.72 -0.45
H 7.30 -2.06 -0.96
H 2.21 6.33 -1.31
H -6.99 -2.87 0.28
H 2.42 -1.86 1.82
H 3.23 -0.30 1.97
H -0.81 2.58 2.06
H -6.49 -2.53 1.93
H -4.27 1.21 -0.22
H 2.05 1.16 -0.99
H -2.13 2.46 -0.69
H -0.13 2.83 -2.00
H 3.26 1.27 0.32
H 1.72 4.31 -2.65
H 4.15 -3.75 1.46
H -6.14 -0.17 0.67
H -5.80 -3.92 1.07
H 0.84 6.85 0.67
H -1.93 1.32 1.47
H 0.63 -4.44 -1.53
H 6.42 -4.20 0.26
H 1.10 -2.99 0.58
H 0.39 -2.89 -2.37
H -1.05 -1.37 -1.32
H 2.36 -3.09 -0.65
H -2.59 3.57 0.62
H -1.00 5.35 1.33
H -3.65 -3.61 0.06
H -0.21 0.83 -0.23
*
```

Total energy = -49320.001 eV
SMILES = Cc1ccnc(NC(=O)CCC(=O)N(CC(=O)NCCc2ccccc2)Cc2cccs2)c1
Energy relative to the best compared isomer or geometry (same formula, charge and spin) = 0.0 kJ/mol

---

Record 6
The following is a quantum chemistry calculation of a molecular structure, C2H4N2S2, from OMol25.

Geometry as ORCA input:
```
! wB97M-V def2-TZVPD RIJCOSX def2/J DEFGRID3
* xyz 0 1
S 0.57 1.35 0.51
S 3.21 0.77 1.76
N -1.79 0.40 -0.53
N 0.33 -0.89 -0.96
C 1.93 0.11 0.98
C -0.47 0.13 -0.41
H -2.47 1.37 -0.19
H -0.21 -1.75 -1.26
H -2.62 -0.31 -0.78
H 1.51 -1.19 0.89
*
```

Total energy = -26785.591 eV
Energy relative to the best compared isomer or geometry (same formula, charge and spin) = 426.8 kJ/mol

---

Record 7
The following is a quantum chemistry calculation of a molecular structure, C30H21F8NO5PdSb, from OMol25.

Geometry as ORCA input:
```
! wB97M-V def2-TZVPD RIJCOSX def2/J DEFGRID3
* xyz 1 1
Sb 1.49 1.01 0.87
Pd -1.43 -1.66 -0.36
F -6.36 -3.24 0.75
F -3.79 -3.66 0.04
F -0.48 -4.72 1.68
F -5.47 1.34 1.31
F -2.91 0.94 0.58
F -1.68 6.16 1.85
F -7.21 -0.75 1.39
F 7.30 1.78 2.71
O 1.93 0.75 -1.05
O -0.26 0.90 -1.39
O 0.48 -1.77 -1.18
O -2.08 -0.95 -2.24
O 0.16 -3.86 -1.90
N 0.59 -0.95 -3.80
C -1.47 3.87 2.23
C 6.04 1.62 2.30
C 3.46 1.29 1.46
C 1.70 -1.87 1.41
C 1.17 0.24 -3.28
C -0.05 -3.47 1.61
C 3.72 2.03 2.61
C 1.29 -3.21 1.50
C 5.02 2.20 3.04
C -5.51 -2.22 0.71
C -0.76 -0.96 -4.34
C -1.00 5.03 1.65
C -4.19 -2.41 0.34
C -1.86 -1.61 -3.51
C 0.84 0.62 -1.83
C -3.75 -0.12 0.62
C 0.15 5.08 0.88
C -0.60 -1.11 1.65
C -3.28 -1.37 0.28
C -5.06 0.11 0.99
C -1.02 -2.45 1.71
C -0.77 2.70 2.02
C 5.81 0.88 1.16
C 0.79 -0.84 1.49
C 0.39 2.72 1.24
C 4.50 0.71 0.73
C 0.85 3.91 0.68
C 1.14 -2.23 -3.39
C -5.95 -0.95 1.03
C 0.56 -2.73 -2.07
H -1.64 -2.66 -3.29
H -1.05 0.07 -4.56
H -1.30 -0.32 1.87
H 1.99 -4.02 1.44
H 2.25 0.18 -3.36
H -1.67 -0.06 -2.26
H 0.84 1.10 -3.88
H 2.75 -1.67 1.27
H 1.76 3.93 0.08
H -2.02 -2.72 2.03
H -2.38 3.89 2.82
H 2.91 2.49 3.17
H 0.93 -2.97 -4.16
H 2.22 -2.14 -3.30
H 4.31 0.15 -0.17
H -2.79 -1.57 -4.07
H 5.26 2.77 3.93
H -0.76 -1.49 -5.30
H -1.13 1.78 2.47
H 0.47 6.02 0.46
H 6.64 0.46 0.62
*
```

Total energy = -74927.029 eV
Energy relative to the best compared isomer or geometry (same formula, charge and spin) = 0.0 kJ/mol

---

Record 8
The following is a quantum chemistry calculation of C3H2N2O2S in the gas phase, from OMol25.

Geometry as ORCA input:
```
! wB97M-V def2-TZVPD RIJCOSX def2/J DEFGRID3
* xyz 0 1
S 1.71 0.81 0.72
O 2.98 0.30 0.34
O 1.47 1.26 2.04
N -0.63 0.85 -1.20
N 0.42 -0.40 0.46
C -0.99 -1.13 -0.02
C -1.44 -0.21 -0.93
C 0.31 0.70 -0.33
H -1.41 -1.97 0.43
H -2.42 -0.22 -1.52
*
```

Total energy = -21048.486 eV
SMILES = O=S1(=O)c2nccn21
Energy relative to the best compared isomer or geometry (same formula, charge and spin) = 602.8 kJ/mol

---

Record 9
The following is a quantum chemistry calculation of 2 unconnected molecules or ions with the total composition C10H16O, from OMol25.

Geometry as ORCA input:
```
! wB97M-V def2-TZVPD RIJCOSX def2/J DEFGRID3
* xyz 0 1
O -0.95 -1.52 -1.80
C -1.14 0.86 -1.80
C -0.53 -1.95 1.44
C 0.80 2.22 -1.37
C 0.94 -0.19 -1.22
C 1.40 3.59 -1.20
C 0.41 -1.13 2.38
C -0.39 -0.29 -1.59
C -0.55 2.11 -1.76
C 1.50 1.08 -1.08
C -1.32 -2.94 2.26
H -1.84 -1.42 -2.14
H -1.82 -2.55 3.15
H 2.40 3.67 -1.64
H 0.03 -0.13 2.57
H 0.59 -1.60 3.36
H -0.63 -3.67 2.68
H -2.21 0.78 -2.00
H 0.00 -2.46 0.65
H -1.15 -1.16 1.01
H -1.12 3.02 -1.89
H 1.43 3.86 -0.13
H -2.13 -3.49 1.76
H 1.40 -1.07 1.93
H 0.79 4.40 -1.59
H 2.56 1.08 -0.82
H 1.54 -1.09 -1.17
*
```

Total energy = -12676.697 eV
SMILES = Cc1ccc(O)cc1.CCC
Energy relative to the best compared isomer or geometry (same formula, charge and spin) = 99.1 kJ/mol

---

Record 10
The following is a quantum chemistry calculation of 2 unconnected molecules or ions with the total composition C27H44ClN2O9P3S2, from OMol25.

Geometry as ORCA input:
```
! wB97M-V def2-TZVPD RIJCOSX def2/J DEFGRID3
* xyz 0 1
Cl -0.02 1.85 -4.49
S -3.22 0.32 -4.34
S 2.09 0.82 0.16
P -5.00 4.44 -8.42
P 1.13 0.62 -3.20
P -1.98 -1.20 -4.07
O -4.85 3.23 -9.48
O -4.41 -0.35 3.97
O -3.66 5.31 -8.59
O -2.40 -2.42 1.66
O -4.74 3.70 -7.01
O 1.76 -0.66 -4.26
O 6.32 0.42 5.43
O -6.29 5.19 -8.51
O 6.49 1.74 5.36
N 6.61 -2.36 -0.37
N 0.10 -0.82 2.45
C 1.22 -2.11 5.26
C 6.42 -0.17 4.06
C 1.57 -0.67 2.73
C 2.14 -1.31 4.16
C -3.04 1.15 2.42
C -0.72 -3.41 7.28
C -1.61 -1.75 0.57
C -5.71 2.12 -9.33
C -3.25 -0.36 3.03
C -3.05 5.44 -9.85
C 4.28 0.26 2.15
C 4.83 -0.34 3.57
C 2.69 0.08 1.79
C 5.32 1.04 1.15
C -0.24 -0.88 0.98
C 0.55 -0.17 -0.25
C -3.48 3.09 -6.81
C 6.37 0.07 0.34
C -3.54 -1.52 1.92
C 5.67 -1.16 -0.50
C -2.10 -1.84 -1.02
C 3.76 -1.14 4.56
C -1.91 -3.04 4.95
C -1.26 -2.22 6.24
C -1.28 -1.07 -2.26
C 0.09 -0.25 -1.86
C -0.04 -1.21 5.83
H -0.23 -4.31 6.67
H 6.94 -1.21 4.16
H -3.06 -2.44 -1.37
H 0.38 -0.66 6.81
H -3.60 1.36 1.42
H -1.99 5.69 -9.68
H -2.29 -0.57 3.71
H 4.56 -1.39 -0.16
H -3.94 -1.02 0.93
H 1.89 -2.36 6.21
H -6.55 2.34 -8.67
H -2.82 -2.38 -4.13
H -5.13 1.29 -8.91
H -0.96 -1.15 -5.08
H 7.01 0.61 3.41
H -0.37 0.02 2.88
H -2.97 -2.56 4.75
H 6.29 -2.97 0.43
H -3.08 4.51 -10.41
H 5.59 2.15 5.53
H -3.40 1.91 3.26
H -1.67 -3.87 7.82
H -2.99 2.84 -7.76
H 5.99 1.74 1.84
H 0.88 -3.17 4.84
H -2.10 -1.61 6.82
H -1.90 1.43 2.23
H -3.51 6.24 -10.42
H -0.02 -2.99 8.12
H -1.21 -2.78 4.03
H -4.42 -2.19 2.36
H -2.83 3.78 -6.25
H 4.82 1.75 0.36
H 6.67 -2.89 -1.27
H 6.92 0.76 -0.46
H -4.97 0.48 3.80
H -0.34 -0.34 5.09
H 1.41 -1.55 -3.99
H -6.09 1.83 -10.31
H 4.16 -1.56 5.60
H 7.22 -0.33 1.05
H 5.63 -0.87 -1.65
H -3.61 2.17 -6.24
H -1.94 -4.20 5.16
*
```

Total energy = -112157.456 eV
SMILES = CC(C)CCc1cc(COO)c(CCCN)c2c1Nc1c(OC[C@@H](C)O)cc([PH2]=S)c(P(O)Cl)c1S2.COP(=O)(OC)OC

---

no.,lowest unoccupied orbital energy (eV),gap between HOMO and LUMO (eV)
1,2.208,7.73
2,-0.044,8.67
3,0.695,9.76
4,0.709,9.08
5,0.556,9.32
6,-0.256,8.34
7,-3.760,7.42
8,-0.705,9.48
9,0.857,9.26
10,-1.344,6.81